# CH6NO2

A cluster of 2 separate species, CH6NO2 in total in a non-equilibrium geometry (wB97M-V/def2-TZVPD, the Open Molecules 2025 dataset).

Last columns: bonded neighbours and bond lengths (Å).
Geometry (Å):
1 N -1.558 -0.856 0.636  C2 1.496, H4 0.982, H5 0.960
2 C -1.188 0.593 0.702  N1 1.496, O3 1.420, H6 1.092, H7 1.137
3 O 0.006 0.826 -0.030  C2 1.420
4 H -0.731 -1.315 0.896  N1 0.982
5 H -1.670 -1.038 -0.300  N1 0.960
6 H -1.114 0.975 1.722  C2 1.092
7 H -1.998 1.283 0.300  C2 1.137
8 H 1.465 -0.151 -0.955  O10 1.010
9 H 2.816 -0.578 -0.370  O10 0.953
10 O 2.403 -0.419 -1.215  H8 1.010, H9 0.953

Properties
LUMO: 4.7 eV
Charge: -1
E_tot: -246.92742 Eh

# CH6NO2

A cluster of 2 separate species, CH6NO2 in total in a non-equilibrium geometry (wB97M-V/def2-TZVPD, the Open Molecules 2025 dataset).

Last columns: bonded neighbours and bond lengths (Å).
Geometry (Å):
1 O 0.294 -2.486 0.683  H2 0.950, H6 0.962
2 H -0.396 -1.918 1.006  O1 0.950
3 N 0.369 0.514 0.762  C4 1.386, H7 1.019
4 C -0.276 0.547 -0.464  N3 1.386, O5 1.516, H8 1.115, H9 1.117
5 O -0.157 1.933 -1.067  C4 1.516, H10 0.974
6 H 0.662 -2.035 -0.082  O1 0.962
7 H -0.148 0.968 1.515  N3 1.019
8 H 0.347 -0.114 -1.112  C4 1.115
9 H -1.365 0.320 -0.560  C4 1.117
10 H 0.671 2.272 -0.681  O5 0.974

Properties
LUMO: 4.6 eV
Charge: -1
E_tot: -246.90207 Eh

Relative energy (zero: lowest compared OMol25 entry of this formula, charge and spin), respectively: 57.3, 123.8 kJ/mol.
HOMO energy, respectively: -2.7, -2.2 eV.